Molecular formula: C39H116N8O15
Method: DFT, ωB97M-V/def2-TZVPD

XYZ file:
```
178
Properties=species:S:1:pos:R:3:forces:R:3:mulliken_charge:R:1
C 8.11661 -2.62153 0.80821 -0.618 -2.110 0.051 -1.56
C 6.97089 -2.56006 -0.19529 1.830 -1.407 -1.167 0.41
C 6.01749 -1.52891 0.21104 -2.183 0.509 0.071 -0.44
O 5.20033 -1.99924 1.27577 0.879 -1.384 -0.954 -0.39
C 4.53712 -1.06839 2.04127 0.258 -0.650 1.529 -0.38
N 7.46093 -2.16677 -1.56229 0.112 0.270 0.462 -0.69
H 8.62774 -1.71960 0.87344 0.732 1.958 0.161 0.39
H 8.88211 -3.36385 0.61743 0.064 -0.360 -0.624 0.40
H 7.75932 -2.91652 1.77917 -0.397 0.210 0.621 0.33
H 6.47549 -3.56092 -0.27775 0.292 0.851 -0.023 0.28
H 5.35660 -1.32455 -0.64497 0.315 0.488 0.128 0.14
H 6.59695 -0.65714 0.51778 -0.272 0.490 -0.021 0.27
H 4.57032 -1.52594 3.06462 -0.687 0.698 -0.597 0.14
H 3.53946 -0.80566 1.70413 -0.375 -0.226 -0.115 0.01
H 5.12822 -0.19159 2.07068 0.540 1.406 0.254 0.54
H 8.07528 -2.88046 -1.93542 -0.046 -0.129 0.085 0.27
H 8.05768 -1.32386 -1.49491 -0.539 -0.565 0.105 0.25
C 0.23501 6.27328 5.75860 0.299 0.367 -1.377 -1.73
C 0.52186 4.89070 5.25871 -1.270 -1.422 0.027 0.90
C 0.66015 4.72102 3.73197 0.198 0.135 1.130 -0.36
O -0.50603 4.99295 2.99039 -0.846 -1.321 -0.401 -0.45
C -1.43309 3.81577 2.81789 2.562 1.684 1.554 -0.87
N 1.77141 4.47148 5.87630 -0.109 -0.728 -0.388 -0.63
H -0.65668 6.59547 5.24529 -0.307 0.606 -0.035 0.38
H 1.08613 6.94431 5.54831 -0.376 -0.163 -0.034 0.35
H 0.06510 6.26443 6.80802 -0.240 0.007 0.960 0.48
H -0.42633 4.24887 5.47916 1.445 0.633 0.256 0.02
H 1.11869 3.72517 3.61524 -0.556 -0.188 -0.459 -0.08
H 1.42827 5.39837 3.42354 0.468 0.730 -0.504 0.31
H -0.75893 2.97256 2.63840 -0.603 -0.285 0.094 0.32
H -2.05905 4.03297 2.00057 -0.658 0.062 -0.983 0.30
H -2.02132 3.78656 3.72642 -0.109 -0.652 0.121 0.49
H 1.79764 4.77629 6.83555 0.071 -0.073 0.210 0.26
H 1.90888 3.46046 5.85397 -0.135 0.240 0.123 0.19
C -0.19639 0.13819 6.75420 -1.025 0.879 0.564 -1.01
C 1.06004 -0.64455 7.18315 -0.010 1.620 -1.302 0.21
C 1.99872 -0.29623 6.01254 0.411 -0.097 1.362 -0.29
O 2.37319 1.10974 6.14043 0.046 -1.468 -1.723 -0.35
C 3.40387 1.27840 5.13723 0.329 -0.745 2.256 -0.63
N 1.67147 -0.30679 8.49275 -1.656 -0.131 0.566 -0.77
H -1.12050 -0.07671 7.31321 0.250 -0.299 -0.194 0.33
H -0.40533 0.14192 5.66472 0.046 -0.708 0.577 0.13
H -0.03963 1.20831 6.91827 0.261 0.029 0.286 0.24
H 0.89014 -1.69848 7.14293 -0.160 -0.711 0.018 0.44
H 1.48632 -0.53086 5.03836 0.691 0.294 0.821 -0.27
H 2.92066 -0.88019 6.14617 -0.067 0.002 -0.397 0.57
H 3.65060 2.29176 5.18622 0.243 1.864 -0.444 0.54
H 3.03656 0.99227 4.14421 0.522 -0.262 0.183 -0.06
H 4.33914 0.79868 5.57872 -1.034 -0.139 -1.342 0.28
H 1.75303 0.71086 8.58887 0.072 -0.388 -0.275 0.29
H 0.97323 -0.57251 9.24264 1.122 0.283 -1.106 0.27
C 2.05279 2.06655 0.42537 -0.812 -0.191 -1.530 -0.46
C 1.99872 3.31577 -0.47983 -0.438 0.509 1.358 0.41
C 0.97003 4.36492 0.11820 3.592 0.276 -0.845 0.03
O -0.28360 4.24649 -0.41661 -0.152 -0.880 -0.602 -0.30
C -1.12166 5.34701 -0.20890 0.645 1.145 -0.425 -0.73
N 3.37921 3.81056 -0.57434 0.855 0.474 1.058 -0.55
H 1.14533 1.46771 0.30971 -0.024 0.221 -0.120 -0.31
H 2.13942 2.25263 1.48139 0.311 0.510 0.448 0.10
H 2.85689 1.44918 0.07292 0.511 -0.464 0.083 0.10
H 1.68429 3.10440 -1.47813 -0.250 -0.566 -0.724 0.13
H 1.46933 5.32499 -0.19069 -0.869 -0.238 0.506 0.40
H 1.02908 4.23965 1.19092 -0.415 0.363 0.422 -0.33
H -1.91323 5.22890 -0.93517 -0.523 0.090 0.169 0.28
H -0.54768 6.28872 -0.48433 -0.724 -0.849 0.565 0.29
H -1.44320 5.34044 0.83360 -0.146 0.592 -0.334 0.14
H 3.67696 4.12474 0.35696 -0.018 -0.306 -0.306 0.22
H 3.64090 4.59045 -1.18129 -0.953 -0.312 -0.160 0.28
C -6.38594 0.68434 -2.22644 0.980 -1.177 0.418 -1.65
C -5.19906 0.94933 -3.15442 0.890 0.035 0.518 0.60
C -5.00146 2.45133 -3.30553 0.988 1.128 -1.581 -0.27
O -5.04211 2.77331 -4.73061 -0.689 1.582 0.075 -0.38
C -5.15237 4.22827 -4.97830 -0.976 -1.536 2.984 -0.74
N -3.88474 0.42707 -2.56786 -1.104 -0.631 -0.351 0.40
H -7.33195 0.99086 -2.59927 -0.852 0.054 -0.743 0.45
H -6.24007 1.25906 -1.33829 0.269 0.553 0.781 0.39
H -6.41775 -0.35995 -1.85358 -0.139 0.347 -0.556 0.29
H -5.31381 0.52867 -4.19555 0.045 0.281 1.169 0.12
H -3.96839 2.65668 -2.96087 -0.418 0.266 0.027 -0.13
H -5.68379 3.15508 -2.77961 0.059 -0.840 -0.074 0.50
H -5.50944 4.48197 -5.94314 -0.537 -0.386 -0.940 0.27
H -4.20521 4.67048 -4.84778 1.404 0.571 0.127 0.32
H -5.81522 4.69191 -4.16407 0.583 -0.585 -1.243 0.26
H -4.08814 -0.48445 -2.15309 0.186 0.070 -0.142 -0.32
H -3.49996 0.97327 -1.78588 -0.819 0.090 -0.516 -0.10
C -1.93915 -1.43592 -5.43225 0.667 -0.159 1.575 -0.90
C -3.08333 -0.60946 -6.04452 0.204 0.208 -0.767 1.33
C -2.76523 -0.16070 -7.48152 1.303 -2.010 1.020 -1.51
O -2.55891 -1.31357 -8.24054 -0.169 -1.540 -0.843 -0.34
C -1.88858 -1.30136 -9.51588 -2.079 2.159 0.563 -0.73
N -4.35988 -1.29274 -5.99953 -0.779 1.580 2.313 -0.56
H -1.86868 -2.47896 -5.85730 -0.246 1.117 0.509 0.28
H -1.99075 -1.44587 -4.27591 -0.561 -0.331 -1.694 -0.16
H -0.95365 -0.96062 -5.53667 -0.115 0.033 -0.540 0.39
H -3.19395 0.37593 -5.58654 -0.008 -0.235 0.782 -0.06
H -1.88913 0.43587 -7.43849 1.316 0.628 0.091 0.49
H -3.49042 0.44130 -7.89636 -2.177 1.278 -0.791 0.62
H -1.85599 -0.23240 -9.86605 0.251 -0.894 0.055 0.30
H -2.51375 -1.85536 -10.25621 0.805 0.086 0.649 0.22
H -0.91002 -1.66080 -9.31930 0.961 -0.568 -0.492 0.28
H -4.64009 -1.53980 -5.02662 0.459 0.230 -1.189 0.01
H -4.42724 -2.07659 -6.57097 0.169 -1.551 -1.116 0.28
C 1.71840 -1.90204 -2.03699 -0.354 -0.205 -0.441 -1.69
C 0.64214 -2.36793 -1.10013 -2.192 -0.106 -1.285 0.59
C 0.01673 -1.31766 -0.08340 1.129 -2.986 0.441 2.69
O 0.96407 -1.30470 1.03640 -1.530 0.868 -0.384 -0.30
C 0.45834 -0.39969 2.02932 1.069 0.495 0.013 0.78
N -0.45291 -2.93112 -1.98686 1.577 0.461 -1.703 -0.26
H 2.66280 -1.77206 -1.55732 0.560 0.720 0.411 0.17
H 1.31768 -1.06051 -2.57187 0.373 0.979 -0.082 0.27
H 1.90943 -2.62375 -2.83033 -0.159 -0.502 0.173 0.48
H 0.99061 -3.25976 -0.61592 0.271 -0.073 1.087 0.19
H -1.01018 -1.74027 0.22793 1.367 0.776 -0.189 -0.86
H -0.09489 -0.32470 -0.47728 -0.114 0.424 -0.316 -1.28
H -0.09237 -0.92819 2.80304 -0.544 -0.116 -0.059 0.37
H -0.11187 0.40882 1.53571 -0.102 -0.415 0.475 -0.07
H 1.29835 0.09953 2.57014 -0.283 -0.454 -0.539 -1.23
H -0.51243 -2.65608 -3.00519 0.252 0.247 1.916 0.26
H -1.33820 -2.94156 -1.57793 -1.691 0.163 0.653 -0.07
C -0.87033 -4.58331 1.60672 -0.841 0.252 -2.203 -1.40
C -2.29868 -4.81050 2.06828 0.946 -0.062 -0.248 0.36
C -2.85730 -3.55201 2.62051 -1.460 -0.583 2.450 -0.29
O -2.28282 -3.19486 3.90964 -0.343 -0.420 -1.428 -0.22
C -3.17646 -2.37526 4.61972 0.559 -0.637 2.309 -0.89
N -3.22784 -5.21397 0.95308 1.069 1.141 0.970 -0.59
H -0.11021 -4.30973 2.28465 0.363 -0.458 1.464 -0.21
H -0.84253 -3.67681 0.98829 -0.247 -0.313 -0.484 0.62
H -0.57220 -5.43451 0.99728 0.455 0.013 -0.023 0.50
H -2.24136 -5.59099 2.82453 -0.442 -0.016 0.284 0.40
H -3.93662 -3.82417 2.78594 0.632 0.908 -0.116 0.39
H -2.73773 -2.69909 1.99375 -0.160 0.530 -0.986 -0.13
H -3.16579 -1.30438 4.39124 -0.027 -0.201 -0.471 0.25
H -2.83179 -2.49420 5.67644 -0.293 0.477 -0.592 0.24
H -4.17519 -2.81863 4.61644 -0.161 0.355 -0.296 0.41
H -3.78468 -5.97716 1.26188 -0.506 -0.658 0.126 0.21
H -2.65196 -5.52238 0.20871 0.484 -0.609 -0.956 0.24
C -0.03670 -5.57481 -4.29433 -0.136 -0.020 0.555 -0.69
O 0.21139 -5.45907 -2.90012 0.091 -0.495 -0.740 -0.59
H 0.25788 -6.57319 -4.58301 0.057 -0.191 -0.246 0.29
H -1.07505 -5.41360 -4.55525 -0.642 -0.264 0.140 0.25
H 0.46970 -4.84547 -4.91145 0.760 0.280 -0.056 0.25
H -0.08655 -4.58208 -2.61752 -0.015 0.372 0.454 0.45
C 2.68106 1.31350 -4.78336 -2.253 0.369 0.714 -0.72
O 2.85105 1.76437 -3.44521 -0.112 0.739 -0.122 -0.25
H 2.29616 0.29966 -4.70626 0.117 -0.410 -0.505 0.22
H 1.79147 1.92209 -5.20929 1.847 -0.750 0.372 0.22
H 3.59204 1.33859 -5.36202 0.133 0.259 -0.390 0.32
H 3.55092 1.28696 -2.99170 0.150 -0.217 0.140 0.17
C 5.94787 1.81744 -2.52080 -0.818 -1.071 0.497 -0.81
O 5.07128 1.49978 -1.40463 -0.334 1.459 -0.506 -0.25
H 5.43484 2.36356 -3.33378 0.261 0.092 0.504 0.32
H 6.83978 2.30590 -2.15347 0.219 0.416 -0.154 0.29
H 6.23631 0.83917 -2.92527 0.083 0.216 0.015 0.28
H 4.61885 2.35035 -1.09903 0.491 -1.071 -0.430 0.27
C 1.46428 -3.42959 3.94783 0.673 0.187 1.835 0.23
O 0.51115 -3.10165 4.97748 0.042 -0.377 -0.024 -0.47
H 1.60129 -4.49193 3.81242 -0.379 -0.582 -0.125 0.46
H 1.13555 -2.96689 3.05174 0.350 0.498 -1.068 -0.59
H 2.49523 -3.11354 4.28808 -1.282 0.266 -0.416 0.16
H -0.39278 -3.38653 4.72303 0.721 0.223 -0.168 0.38
C -0.75102 1.37753 -2.39873 0.038 -1.067 -1.839 -0.21
O -1.16069 1.86770 -1.20935 0.037 3.281 2.654 0.70
H -0.32312 2.13264 -3.02905 -0.037 0.606 -0.710 0.37
H 0.04747 0.70807 -2.21830 1.032 -1.194 -0.213 0.13
H -1.58802 0.86569 -2.87220 0.202 -0.033 -0.379 -0.59
H -0.66930 2.76182 -1.08135 -1.418 -1.705 0.372 0.13
C -3.41023 0.32692 0.96450 0.375 1.326 0.151 -0.11
O -3.50422 1.67259 0.44900 -2.091 -1.046 1.621 -0.58
H -2.65232 0.28324 1.74607 0.124 -0.086 0.148 0.07
H -4.35138 0.01682 1.38401 -0.506 0.227 0.151 0.53
H -3.16957 -0.38576 0.21077 0.307 -0.577 -0.819 0.00
H -2.77651 1.84949 -0.10180 1.949 0.192 -1.177 -0.07
C -5.10162 -3.57143 -1.82081 0.840 -0.442 -0.311 -0.22
O -4.37679 -3.13479 -0.69255 0.156 0.223 0.317 -0.30
H -4.52793 -4.42920 -2.28981 -1.094 0.660 0.235 0.28
H -6.15187 -3.80412 -1.56433 0.444 -0.208 -0.276 0.23
H -5.08340 -2.73688 -2.52764 -0.192 -0.178 -0.102 -0.18
H -4.08347 -3.90848 -0.17564 -0.089 0.159 0.184 0.28
```
Forces are in eV/Å.

Properties
Net charge: 0
F_max in eV Å⁻¹: 4.22
DFT total energy in eV: -84947.3089